Entry 1:
19
Properties=species:S:1:pos:R:3:forces:R:3:lowdin_charge:R:1 method="wB97M-V/def2-TZVPD" homo_energy_ev=-13.8 energy_ev=-10381.79469 fmax_ev_per_a=4.59 total_charge=+1 orbital_gap_ev=10.347
O -1.592077 2.402757 -0.916749 -3.5 2.1 2.1 0.147
N 0.106712 1.330415 0.282516 2.0 -0.1 0.2 0.066
N -1.430461 -0.215864 -0.756863 -1.3 0.3 3.0 0.086
C -0.632783 1.598011 -0.802523 3.3 -2.5 -1.8 -0.339
C 0.909412 0.089834 0.154967 -3.8 -1.8 1.5 -0.262
C -0.328088 -0.988520 -0.301551 3.7 -0.7 0.2 -0.246
C 1.724890 -0.265783 1.409626 2.6 1.8 -1.4 -0.048
C -0.007477 -2.302965 -0.480168 -1.9 1.8 1.8 0.101
H 1.094022 -0.706422 2.171541 0.3 0.3 0.5 0.075
H -1.821832 -0.493093 -1.620759 -0.9 -0.6 -0.8 0.125
H -0.024811 1.634708 1.253052 -0.5 0.2 -0.8 0.175
H -0.832954 -2.971496 -0.623548 -0.3 -0.4 -0.8 0.063
H 0.835818 -2.808253 -0.004774 0.2 0.7 -0.5 0.082
H -0.127421 1.453644 -1.846172 -0.6 0.1 2.2 0.214
H 1.506038 -0.004556 -0.681567 1.3 0.9 -1.9 0.110
H -2.154600 2.441711 -0.074372 1.0 0.4 -1.5 0.193
H -2.179323 -0.026218 0.047510 1.8 -0.9 -2.5 0.209
H 2.307824 0.760425 1.619954 -1.5 -2.2 0.4 0.133
H 2.647111 -0.928335 1.169880 -2.0 0.7 0.2 0.115

Entry 2:
19
Properties=species:S:1:pos:R:3:forces:R:3:lowdin_charge:R:1 method="wB97M-V/def2-TZVPD" homo_energy_ev=-13.2 energy_ev=-10380.58056 fmax_ev_per_a=6.64 smiles="[H]/N=C/[C@@H]([NH3+])CC(=C)O" total_charge=+1 orbital_gap_ev=9.353
O -1.931922 -0.403085 1.097470 -1.2 -0.2 0.6 -0.024
N 2.065058 0.876429 -0.061333 -0.8 3.1 -0.9 0.219
N 0.005684 -1.852847 0.898971 -0.9 -1.6 2.8 0.118
C -1.650674 -0.367554 -1.286087 -3.0 -3.2 0.5 0.078
C -1.453539 0.103713 -0.083622 0.3 1.5 3.4 -0.456
C 0.842797 0.441032 0.498226 -3.5 -3.2 4.6 -0.295
C 0.485674 -1.074182 0.106057 3.6 2.7 -3.2 -0.243
C -0.444347 1.276285 0.137287 0.6 -1.8 -1.9 -0.026
H -0.705511 2.086922 0.843954 0.1 -0.6 -0.6 0.141
H -0.330371 1.556602 -0.936111 0.2 0.9 0.8 0.122
H -1.197908 0.018610 -2.114253 0.9 1.3 -2.1 0.046
H 2.886243 0.384936 0.258043 0.6 0.1 0.1 0.188
H 0.844078 -1.221604 -0.966708 -0.8 -0.5 0.8 0.151
H 1.904365 0.843740 -1.056223 0.8 -0.3 -1.0 0.166
H -2.330814 -1.273489 -1.480043 1.2 1.4 0.5 0.137
H 0.953475 0.411360 1.643134 -0.1 0.2 -1.6 0.189
H -0.486256 -2.684328 0.613324 0.7 -0.6 -0.5 0.115
H 1.975377 1.911796 0.136734 1.5 -1.0 -0.1 0.215
H -1.431417 -1.034340 1.751172 -0.3 1.6 -2.5 0.158

Entry 3:
19
Properties=species:S:1:pos:R:3:forces:R:3:lowdin_charge:R:1 method="wB97M-V/def2-TZVPD" homo_energy_ev=-12.7 energy_ev=-10381.15994 fmax_ev_per_a=5.29 total_charge=+1 orbital_gap_ev=7.895
O -0.301947 -1.724112 2.089328 -0.9 1.3 -2.8 0.337
N 2.215139 -0.400682 -1.053546 1.2 0.5 -0.2 0.072
N 2.627156 0.814840 0.726497 0.7 1.8 2.0 0.071
C -0.694118 0.900373 -0.430219 2.4 2.3 2.4 -0.039
C -0.592400 -1.037229 1.216620 2.9 -1.9 4.0 0.018
C -1.348958 -0.057822 0.552505 -0.1 0.1 -3.0 -0.366
C -2.438616 -0.789250 -0.195752 -2.3 -4.6 -0.5 -0.046
C 2.016471 -0.199809 0.224740 -3.1 -1.3 0.7 -0.317
H 0.177898 1.605049 -0.009183 -2.1 -1.7 -0.5 0.137
H -3.239440 -1.429703 0.428147 2.0 1.6 -0.7 0.151
H -1.738219 0.470552 1.340304 -1.1 1.5 2.3 0.150
H -1.997651 -1.646358 -0.874505 -0.7 2.0 1.0 0.141
H -3.076097 -0.147231 -0.790182 0.3 0.4 -0.2 0.090
H -1.454148 1.552652 -0.786121 -0.7 0.4 -0.4 0.088
H 2.921009 0.218441 -1.512459 -1.0 -1.1 -0.5 0.134
H 2.348206 1.230752 1.654926 1.0 -0.8 -1.7 0.144
H 3.263745 1.283976 0.086312 0.2 0.8 0.7 0.107
H 1.546619 -1.006863 -1.481514 0.7 -0.2 -0.9 0.089
H -0.234654 0.362421 -1.185901 0.5 -0.9 -1.7 0.041

Entry 4:
20
Properties=species:S:1:pos:R:3:forces:R:3:lowdin_charge:R:1 method="wB97M-V/def2-TZVPD" homo_energy_ev=-10.6 energy_ev=-12428.67818 fmax_ev_per_a=1.63 total_charge=+1 orbital_gap_ev=7.012
O -1.109602 1.471082 -0.805603 -0.3 -1.1 0.5 -0.078
O 2.201791 -1.514544 1.294687 -0.9 -0.1 0.1 -0.058
N -0.010115 -1.452424 0.872377 1.6 0.3 0.0 0.096
N -2.168677 -0.476863 -0.170832 0.0 1.2 -0.5 0.068
C 1.192658 -0.964889 0.636569 -1.2 0.2 -0.2 -0.113
C 3.511437 -1.047641 1.003487 0.7 0.1 -0.2 -0.033
C -1.337240 -1.341570 0.511008 -0.8 -0.6 0.2 -0.114
C -2.208468 0.714061 -0.748920 1.3 -0.7 0.5 -0.120
C -1.221770 2.713663 -1.486164 -0.1 0.6 -0.4 -0.041
H 3.526568 0.034727 0.861904 -0.1 0.0 0.1 0.099
H -1.285308 2.557490 -2.565270 0.0 0.0 0.1 0.104
H -2.094478 3.272309 -1.144637 0.0 0.0 0.1 0.101
H -3.133392 1.050441 -1.188704 -0.1 0.0 0.0 0.155
H -3.088160 -0.910118 -0.195513 0.1 0.1 0.0 0.171
H -0.318189 3.270369 -1.249936 -0.1 0.0 0.0 0.102
H -1.902593 -2.165054 0.907799 0.0 0.0 0.0 0.114
H 4.129768 -1.315823 1.857585 -0.1 0.0 -0.1 0.106
H 0.078336 -2.234283 1.526205 -0.1 0.1 -0.1 0.180
H 3.896426 -1.541606 0.107876 -0.1 0.0 0.1 0.105
H 1.341008 -0.119325 -0.023917 0.0 0.0 0.0 0.156

Entry 5:
24
Properties=species:S:1:pos:R:3:forces:R:3:lowdin_charge:R:1 method="wB97M-V/def2-TZVPD" homo_energy_ev=-3.1 energy_ev=-38198.52276 fmax_ev_per_a=5.25 total_charge=-1 orbital_gap_ev=6.536
S 1.491981 1.724388 1.478196 1.3 0.6 -0.7 0.637
S 3.380543 1.207514 -0.178578 -0.9 -1.1 0.6 0.740
O 2.561112 -1.258628 -0.516167 -0.2 0.1 -0.6 -0.242
O 4.107584 2.456239 -0.232252 1.0 1.8 -0.3 -0.618
O -0.494514 2.327436 -0.007752 3.7 2.8 2.4 -0.288
O 2.336243 1.245957 -1.609787 0.8 0.6 0.4 -0.315
N 1.662447 -0.982801 -1.559333 -1.1 -1.3 -0.9 0.048
N 0.176394 1.265593 0.824978 -1.9 -0.9 -0.8 -0.548
C 1.347952 -1.658442 1.601627 0.7 0.5 -2.0 -0.097
C 1.667677 0.187188 -2.034683 -0.1 1.2 1.7 -0.337
C -2.459359 1.058131 -0.130513 1.0 2.8 -1.0 -0.083
C 2.003889 -2.240985 0.301715 -2.3 -1.7 1.6 -0.304
C -1.353001 1.925504 -0.902985 -3.2 -3.0 -1.3 -0.401
H -0.972352 1.249130 -1.687607 0.4 0.0 -0.1 0.079
H 0.924680 -2.433687 2.282533 0.5 0.7 -0.5 0.080
H 2.750326 -2.852589 0.717068 1.8 -0.7 -0.1 0.076
H 1.313853 -3.005367 -0.166517 0.6 1.3 -0.3 0.121
H 0.633630 -0.927343 1.216503 -0.4 -0.2 0.7 0.016
H 2.201150 -1.064382 1.961292 -0.6 -0.3 0.9 0.043
H -3.087474 0.636821 -0.923479 -0.8 0.2 0.8 0.057
H -2.761395 1.824504 0.661717 -0.7 -1.4 -1.1 0.091
H -1.784253 2.786456 -1.462830 0.2 -0.2 0.6 0.116
H 0.867914 0.581628 -2.655800 0.1 -1.1 -0.7 0.116
H -1.876139 0.316133 0.352613 0.2 -0.9 0.4 0.014

Entry 6:
19
Properties=species:S:1:pos:R:3:forces:R:3:lowdin_charge:R:1 method="wB97M-V/def2-TZVPD" homo_energy_ev=-13.3 energy_ev=-19169.86848 fmax_ev_per_a=5.97 total_charge=+1 orbital_gap_ev=9.104
S -2.668882 0.608786 0.091589 0.8 -0.5 0.7 1.036
N 0.213282 1.881294 -0.592167 1.0 1.0 0.2 -0.002
N -0.022673 -0.699763 0.465608 -5.5 2.2 -0.8 -0.127
C 1.257517 1.331966 0.296092 -0.9 -0.8 0.1 -0.211
C 0.585647 0.297604 1.296440 2.6 0.2 -1.6 -0.134
C -2.206711 -0.772443 -1.002458 0.2 -1.1 0.2 -0.310
C -1.195280 -0.256679 -0.075521 1.8 -1.2 0.0 -0.526
C 0.680141 -1.829186 -0.073309 -0.1 -3.1 -0.2 -0.014
H 0.595466 1.996962 -1.571088 -0.8 0.3 1.7 0.118
H -2.503787 -1.796747 -0.761082 -0.4 0.3 0.2 0.101
H 1.387543 -0.106061 1.885882 0.3 -0.6 0.3 0.127
H 1.713557 -1.724767 0.225826 0.4 0.2 -0.6 0.091
H 2.110412 0.928141 -0.289022 -0.6 0.1 0.5 0.131
H 0.502230 -2.037215 -1.184003 0.4 0.8 1.6 0.134
H -2.306549 -0.603848 -2.064801 0.6 0.4 -0.1 0.091
H 0.016593 0.905011 1.970342 -1.3 -0.3 0.1 0.128
H 0.418546 -2.840842 0.451491 -0.1 1.9 -0.7 0.140
H 1.608261 1.942944 1.093195 0.8 1.6 -0.2 0.099
H -0.185312 2.774851 -0.163023 0.8 -1.6 -1.4 0.127

Entry 7:
19
Properties=species:S:1:pos:R:3:forces:R:3:lowdin_charge:R:1 method="wB97M-V/def2-TZVPD" homo_energy_ev=-12.0 energy_ev=-19167.99837 fmax_ev_per_a=3.78 total_charge=+1 orbital_gap_ev=8.440
S 4.110298 0.680444 -0.267301 0.6 0.6 -0.5 0.754
N -1.075113 0.667013 -0.008549 -0.4 0.2 -0.1 0.151
N -0.464633 -1.474270 0.397576 -2.2 -2.8 1.1 -0.001
C -2.749504 2.209722 -0.851830 -1.6 -2.0 0.5 -0.021
C 3.487941 -0.022571 1.040691 -0.6 0.3 1.2 -0.494
C 0.460077 -2.654046 0.335233 0.3 1.3 -0.1 -0.015
C -1.740874 1.703421 0.156646 -0.7 1.1 -0.9 -0.062
C -0.279166 -0.320216 -0.132602 -0.6 0.6 0.6 -0.152
H -3.588690 2.830156 -0.534754 0.7 0.4 0.6 0.093
H 1.445671 -2.284252 -0.185351 -1.9 -1.2 1.2 0.123
H -0.100164 -3.478913 -0.149557 0.8 0.5 -0.1 0.095
H 3.446814 0.850718 1.722924 -0.2 -0.3 0.3 -0.076
H 0.573256 -2.912422 1.404988 0.7 -0.1 -0.7 0.097
H 0.600096 -0.179682 -0.675603 1.5 0.3 -0.9 0.139
H -1.456545 2.413041 0.928893 0.0 -0.2 0.5 0.143
H -3.272108 1.415245 -1.417180 0.6 -0.2 0.5 0.099
H -1.426411 -1.694912 0.815480 2.0 0.7 -0.7 0.204
H 4.194082 -0.411720 -0.992702 0.2 -0.6 -1.0 -0.146
H -2.165030 2.663252 -1.587008 0.9 1.4 -1.2 0.070

Entry 8:
19
Properties=species:S:1:pos:R:3:forces:R:3:lowdin_charge:R:1 method="wB97M-V/def2-TZVPD" homo_energy_ev=-9.3 energy_ev=-9827.91271 fmax_ev_per_a=7.10 total_charge=0 orbital_gap_ev=10.022
N -1.547569 1.549927 1.518212 0.1 -0.5 1.3 -0.030
N 1.438945 -0.130217 -2.720092 6.0 1.1 -3.7 -0.090
N -0.627145 0.275416 -0.199440 3.4 -1.3 1.4 0.038
C -2.364854 0.368955 1.941829 -1.4 1.5 2.8 -0.159
C -0.647799 1.427290 0.653526 1.0 1.6 -1.2 -0.330
C 0.285866 -0.658907 0.786811 -2.8 -0.6 1.8 -0.075
C 0.813035 -0.206152 -0.434116 0.7 1.7 -2.6 -0.352
C 1.300613 -1.050475 -1.612899 1.0 3.9 2.1 -0.299
H -1.869670 -0.336346 2.635620 1.0 0.1 -1.0 0.052
H -3.043172 0.765865 2.882684 0.7 -0.6 -3.0 0.110
H 0.268800 2.300049 0.507410 -2.8 -2.3 0.3 0.177
H 2.204072 -1.521860 -1.232372 0.0 -0.6 -0.3 0.117
H 2.223841 0.766698 -2.559179 -2.7 -3.5 -0.2 0.146
H 2.049387 -0.813880 -3.505023 -2.3 2.9 2.5 0.152
H 0.729516 -0.047288 1.601943 -0.9 -1.1 0.1 0.115
H -0.407683 -1.571691 1.010967 2.3 1.4 -0.5 0.148
H -2.907971 -0.223088 1.181019 0.2 0.7 0.3 0.069
H 0.574794 -1.584158 -2.047873 -2.6 -3.4 -0.5 0.072
H 1.526992 0.689862 -0.409025 -0.8 -1.2 0.6 0.138

Respective molecular weight values: 115.156 115.156 115.156 131.155 227.287 131.224 131.224 113.164 g/mol.
Respective energy above the lowest of the compared OMol25 structures with the same formula, charge and spin values: 87.88 115.88 102.51 82.13 7.09 69.59 112.71 138.21 kcal/mol.